<P>
DFT (ωB97M-V/def2-TZVPD) results for an isolated ion of composition C3H9N2O2 and charge +1.

Summary:
Kohn-Sham gap in eV: 10.39
SMILES: C[C@H]1OO[C@@]1(N)[NH3+]

Geometry as ORCA input:
```
! wB97M-V def2-TZVPD RIJCOSX def2/J DEFGRID3
* xyz 1 1
C -1.1785 -1.5043 0.1008
C 0.0782 -0.8844 0.5377
O 1.2839 -1.4939 -0.0134
O 1.7481 -0.2617 -0.5848
C 0.6230 0.4356 0.0281
N 0.8018 1.4602 0.9549
N -0.2032 1.0890 -1.0973
H -1.2610 -1.7429 -0.9618
H -2.0899 -0.9473 0.3277
H -1.5009 -2.4638 0.6288
H 0.1561 -0.9482 1.6057
H 1.4681 2.2769 0.5978
H 1.2274 1.2840 1.8987
H 0.2465 1.9118 -1.6040
H -0.9655 1.5571 -0.7207
H -0.4341 0.2320 -1.6982
*
```

Results of the Mulliken charge analysis, in e, for atoms 1 through 2: -1.497, -0.024



<Q>
DFT (ωB97M-V/def2-TZVPD) results for C3H9N2O2 as an isolated structure.

Summary:
Kohn-Sham gap in eV: 11.89

Geometry as ORCA input:
```
! wB97M-V def2-TZVPD RIJCOSX def2/J DEFGRID3
* xyz 1 1
C 0.6809 -0.1621 -1.0077
C 0.1419 -0.6200 0.9067
C -0.3781 1.8380 0.2665
N 1.0329 -1.2170 -0.0037
N -0.4159 0.4809 -0.1681
O 0.0667 -0.7832 -2.1007
O -0.7940 -1.4698 1.3710
H 1.4950 0.6129 -0.9501
H 0.6389 0.0405 1.6256
H 0.6251 1.8875 0.7642
H -0.3558 2.3896 -0.7283
H -1.3585 2.1677 0.8520
H 0.7326 -2.1811 -0.0978
H -1.2742 0.0894 -0.4856
H 0.4294 -1.6118 -2.4200
H -1.2669 -1.4616 2.1758
*
```

Results of the Mulliken charge analysis, in e, for atoms 1 through 2: 0.296, 0.095



<R>
DFT (ωB97M-V/def2-TZVPD) results for C3H9N2O2 as an isolated structure.

Summary:
Kohn-Sham gap (alpha / beta) in eV: 9.88 / 9.88

Geometry as ORCA input:
```
! wB97M-V def2-TZVPD RIJCOSX def2/J DEFGRID3
* xyz 1 1
C 1.1881 -1.8497 -0.3752
C -2.7662 0.4610 -0.1017
C 1.7837 1.3598 0.5491
N -0.8356 -0.6470 -0.1425
N 0.3311 -0.7263 -0.2453
O -1.3627 0.5579 -0.1753
O 1.2758 0.7300 -0.6123
H 1.5693 -2.0296 0.6853
H 2.0162 -1.4397 -0.8035
H 0.7320 -2.7596 -0.9031
H -3.1578 0.9249 0.9015
H -3.1035 -0.6126 -0.1190
H -3.2717 1.0639 -0.8952
H 0.9156 1.9139 1.1567
H 2.2265 2.2795 -0.0072
H 2.4592 0.7737 1.0877
*
```

Results of the Mulliken charge analysis, in e, for atoms 1 through 2: -0.705, -0.508



Stability comparison, relative energies in hartree: <P> 0.0694; <Q> 0.0000; <R> 0.1732



<P>
DFT (ωB97M-V/def2-TZVPD) results for a 10-piece molecular cluster, C22H68N16O10 overall.

Summary:
Kohn-Sham gap in eV: 8.81
SMILES: COC[C@H](C)N.COC[C@H](C)N.COC[C@H](C)N.COC[C@H](C)N.NC(N)=O.NC(N)=O.NC(N)=O.NC(N)=O.NC(N)=O.NC(N)=O

Geometry as ORCA input:
```
! wB97M-V def2-TZVPD RIJCOSX def2/J DEFGRID3
* xyz 0 1
C -4.7704 -5.5920 1.2098
O -4.9624 -4.2322 1.0001
C -4.9529 -3.4807 2.1894
C -4.8499 -2.0119 1.9077
C -3.3612 -1.6940 1.6697
N -5.4425 -1.1627 2.9618
H -4.7853 -6.0578 0.2295
H -5.4288 -6.0371 1.9714
H -3.8023 -5.7794 1.7068
H -5.9269 -3.6763 2.6669
H -4.1945 -3.8489 2.8925
H -5.3639 -1.7266 0.9863
H -2.7679 -2.1350 2.4817
H -3.0967 -0.6332 1.6795
H -2.9978 -2.1508 0.7474
H -4.9416 -1.4944 3.7873
H -5.2427 -0.1832 2.8179
C 1.8324 4.2583 3.1963
O 2.0225 5.5566 2.6924
C 0.9495 6.0902 1.8931
C 0.8474 7.5897 2.1666
C -0.2830 8.2441 1.3960
N 2.1322 8.2354 1.8034
H 1.0398 4.2128 3.9569
H 2.7790 4.0599 3.6945
H 1.5550 3.4769 2.4822
H 1.3388 5.9232 0.8812
H 0.0658 5.4814 2.1007
H 0.6556 7.7063 3.2377
H -0.3102 9.3310 1.4372
H -1.2089 8.0072 1.9354
H -0.3016 7.8197 0.3908
H 2.3075 8.0229 0.8186
H 2.7956 7.5748 2.2257
C 5.1202 -3.4808 -4.2143
O 4.1431 -2.5564 -3.7703
C 4.2992 -1.2025 -4.1791
C 3.0525 -0.4451 -3.7747
C 3.0612 0.9949 -4.1676
N 2.7872 -0.4858 -2.3300
H 5.9268 -3.4803 -3.4785
H 5.4880 -3.3666 -5.2391
H 4.5690 -4.4237 -4.2762
H 5.1613 -0.8153 -3.6227
H 4.4721 -1.1624 -5.2571
H 2.1394 -0.8763 -4.2185
H 3.9697 1.4717 -3.7755
H 2.2340 1.5441 -3.7235
H 3.1691 1.2125 -5.2345
H 1.7784 -0.3722 -2.2773
H 2.9712 -1.4156 -1.9617
C -0.9165 -6.5197 0.8732
O -1.1540 -5.1499 1.2168
C -0.9661 -4.8401 2.5739
C 0.5258 -4.7042 2.9774
C 0.7229 -4.3791 4.4472
N 1.1119 -3.6269 2.1453
H -0.6385 -6.5916 -0.1768
H -1.8562 -7.0258 1.0906
H -0.0312 -6.8851 1.3981
H -1.3830 -3.8407 2.7191
H -1.4949 -5.5634 3.2031
H 0.9692 -5.6714 2.7330
H 0.3743 -3.3546 4.6316
H 1.7822 -4.3570 4.7000
H 0.0929 -4.9379 5.1433
H 0.6314 -2.7462 2.3297
H 2.0491 -3.4728 2.5078
N 1.6602 -3.6350 -2.9535
C 0.8404 -3.4785 -1.8522
N 1.3969 -3.9637 -0.7076
O -0.1250 -2.6845 -1.9914
H 2.6066 -3.9249 -2.8248
H 1.2905 -3.0743 -3.7012
H 0.8769 -3.9882 0.1720
H 1.9389 -4.8061 -0.8154
N 0.6870 0.5507 4.6747
C -0.2754 0.0279 3.8881
N -1.5475 0.3634 4.2556
O 0.0564 -0.7191 2.9540
H 1.5938 0.1796 4.4354
H 0.5372 1.0274 5.5417
H -2.3359 0.0751 3.7029
H -1.7195 1.0134 4.9969
N 2.3170 4.5140 -2.4713
C 3.2701 3.8308 -1.7994
N 2.8622 2.6469 -1.2838
O 4.4468 4.2201 -1.7690
H 2.5743 5.4533 -2.7213
H 1.3372 4.3075 -2.3399
H 3.5192 1.9411 -1.0110
H 1.8953 2.3778 -1.3411
N -1.8338 6.0657 -2.2259
C -1.3318 4.8264 -1.8860
N -1.3119 3.8765 -2.8591
O -0.7968 4.6093 -0.7813
H -1.4920 6.7583 -1.5810
H -1.9213 6.2749 -3.2036
H -1.9586 4.0341 -3.6212
H -1.0305 2.9099 -2.7302
N -1.8299 -1.0710 -3.6978
C -2.8694 -0.9095 -4.5579
N -2.9776 0.3702 -5.0571
O -3.6562 -1.7708 -4.9254
H -1.2945 -0.3005 -3.3298
H -1.6140 -1.9759 -3.3146
H -2.2562 1.0203 -4.8366
H -3.6776 0.5926 -5.7348
N -0.5457 1.6395 0.7189
C -0.3684 0.8252 -0.3585
N -0.2706 -0.4869 -0.0797
O -0.2579 1.3333 -1.4936
H -0.5547 1.2677 1.6510
H -0.7905 2.6068 0.5986
H -0.4471 -0.7596 0.8728
H -0.1082 -1.1591 -0.8322
*
```

Results of the Mulliken charge analysis, in e, for atoms 1 through 2: -0.388, -0.297



<Q>
DFT (ωB97M-V/def2-TZVPD) results for a 10-piece molecular cluster, C22H68N16O10 overall.

Summary:
Kohn-Sham gap in eV: 9.42
SMILES: COC[C@H](C)N.COC[C@H](C)N.COC[C@H](C)N.COC[C@H](C)N.NC(N)=O.NC(N)=O.NC(N)=O.NC(N)=O.NC(N)=O.NC(N)=O

Geometry as ORCA input:
```
! wB97M-V def2-TZVPD RIJCOSX def2/J DEFGRID3
* xyz 0 1
C -5.6651 0.4657 -4.2081
O -6.4808 0.2098 -5.3129
C -7.2779 1.3583 -5.7103
C -8.2802 0.8390 -6.7505
C -9.0277 1.9511 -7.5032
N -9.2669 0.0348 -6.1160
H -4.8007 0.9985 -4.6044
H -5.3517 -0.5457 -3.9494
H -6.1210 1.0778 -3.4300
H -7.9236 1.7128 -4.9069
H -6.7044 2.2344 -6.0131
H -7.7018 0.1879 -7.4059
H -10.0135 1.7044 -7.8975
H -8.4683 2.2528 -8.3887
H -9.3079 2.7965 -6.8747
H -9.4034 0.4874 -5.2235
H -8.8581 -0.8169 -5.7588
C 3.9462 3.5977 -10.9088
O 4.4317 2.8470 -9.7717
C 3.8828 1.5568 -9.6269
C 4.8316 0.9381 -8.5376
C 6.3235 0.6302 -8.8532
N 4.1830 -0.2997 -8.1687
H 4.1845 4.6504 -10.7567
H 2.8637 3.5306 -11.0165
H 4.2602 3.3141 -11.9133
H 2.8652 1.7560 -9.2909
H 3.8057 0.9653 -10.5392
H 4.8089 1.6346 -7.6994
H 6.4551 -0.0413 -9.7017
H 6.8853 0.3391 -7.9656
H 6.8405 1.5481 -9.1327
H 4.6969 -0.7374 -7.4174
H 3.2561 -0.1836 -7.7846
C -1.7984 -0.2683 13.0897
O -2.8952 -0.6924 12.3695
C -3.3417 -1.9770 12.7444
C -2.4894 -3.1021 12.0154
C -2.5817 -2.9206 10.5588
N -3.0326 -4.4307 12.3842
H -0.9857 -0.9891 13.0001
H -2.0869 -0.2811 14.1408
H -1.3250 0.6810 12.8391
H -3.3457 -2.0906 13.8284
H -4.3703 -2.1462 12.4260
H -1.4453 -3.0442 12.3230
H -3.6112 -2.7673 10.2354
H -2.0198 -3.6928 10.0335
H -2.0129 -2.0533 10.2235
H -4.0335 -4.3604 12.2682
H -2.9136 -4.3662 13.3851
C -0.3672 1.4261 4.3982
O -0.3802 0.2578 3.6015
C -0.5820 0.4930 2.2199
C 0.9325 0.8127 1.6275
C 0.9819 0.8533 0.1244
N 1.8844 -0.2054 2.0621
H -1.4023 1.5779 4.7039
H 0.0645 2.2853 3.8848
H 0.2434 1.3278 5.2958
H -0.9833 -0.3875 1.7181
H -1.3267 1.2780 2.0889
H 1.2774 1.8161 1.8770
H 2.0024 0.8729 -0.2582
H 0.4164 1.7288 -0.1949
H 0.4771 -0.0206 -0.2872
H 1.8360 -0.9770 1.4122
H 1.2141 -0.4977 2.7588
N 0.3994 7.6452 -0.0697
C -0.6199 7.1713 0.6008
N -1.4779 6.8491 -0.2724
O -0.7984 7.0570 1.8114
H 0.4161 7.6584 -1.0794
H 1.2198 7.9138 0.4547
H -2.4068 6.7881 0.1193
H -1.3092 7.1114 -1.2330
N 4.1251 6.5799 5.8567
C 5.1580 7.2924 5.4882
N 6.2083 7.0496 6.1668
O 5.1670 8.0396 4.5981
H 4.1667 5.8827 6.5863
H 3.2161 6.8822 5.5365
H 6.8533 7.8266 6.1474
H 6.1325 6.3558 6.8968
N -1.8234 -8.0757 2.9969
C -2.2977 -7.2503 3.8867
N -2.0749 -5.9990 3.6885
O -2.8442 -7.6319 4.9096
H -1.8625 -9.0850 2.9939
H -1.4082 -7.5388 2.2490
H -2.1222 -5.3547 4.4648
H -1.4792 -5.6757 2.9397
N -2.8104 -3.4065 -8.5906
C -1.5438 -3.2579 -8.3131
N -0.8405 -3.6935 -9.2683
O -1.1222 -2.7267 -7.2808
H -3.1099 -3.9308 -9.4003
H -3.4956 -2.8829 -8.0648
H 0.1643 -3.6051 -9.2185
H -1.3436 -4.1911 -9.9890
N 7.1471 0.4137 4.6574
C 7.9295 1.2349 4.0152
N 7.5907 1.1507 2.7591
O 8.8211 1.9344 4.5008
H 7.0716 0.6967 5.6239
H 6.3341 0.1923 4.1005
H 7.8784 1.9124 2.1615
H 6.7579 0.6089 2.5776
N 2.4507 -6.6103 -3.5547
C 2.7756 -6.6105 -2.3577
N 3.8738 -7.3204 -2.2131
O 2.1760 -6.0950 -1.4444
H 1.5816 -6.1351 -3.7521
H 3.0899 -6.7321 -4.3272
H 4.1109 -8.0531 -2.8666
H 4.1078 -7.5201 -1.2511
*
```

Results of the Mulliken charge analysis, in e, for atoms 1 through 2: -0.724, -0.272



Stability comparison, relative energies in hartree: <P> 0.0000; <Q> 0.2799



<P>
DFT (ωB97M-V/def2-TZVPD) results for one molecule with the formula C17H30FN3O6S.

Summary:
Kohn-Sham gap in eV: 9.73
SMILES: C[C@@H](CC(=O)N1CC(F)(C(=O)N(CCS(=O)(=O)O)CC(N)=O)C1)CC(C)(C)C

Geometry as ORCA input:
```
! wB97M-V def2-TZVPD RIJCOSX def2/J DEFGRID3
* xyz 0 1
C -3.5144 2.6719 -1.6230
C -2.0285 2.3249 -1.6169
C -1.2919 3.2202 -0.6113
C 0.2049 3.0452 -0.7364
O 0.7881 3.1860 -1.7977
N 0.8931 2.7241 0.3914
C 0.4750 2.0370 1.6224
C 1.8144 1.2789 1.6061
F 2.6331 1.5366 2.6951
C 1.6299 -0.1974 1.3070
O 0.9463 -0.4612 0.3328
N 2.3057 -1.1768 1.9884
C 2.0160 -2.5269 1.4890
C 2.6773 -2.7631 0.1357
S 2.0790 -4.2423 -0.6286
O 2.6503 -4.3329 -1.9343
O 2.1715 -5.3137 0.3085
O 0.5233 -3.9489 -0.7642
C 2.5935 -1.0549 3.4073
C 1.4271 -0.4508 4.1930
N 1.6532 -0.3174 5.5191
O 0.3808 -0.1403 3.6608
C 2.2182 2.1085 0.3661
C -1.7138 0.8636 -1.2817
C -2.1372 -0.2535 -2.2589
C -3.6014 -0.6617 -2.0758
C -1.2717 -1.4821 -1.9387
C -1.8868 0.1626 -3.7084
H -3.9996 2.3411 -0.7003
H -3.6577 3.7508 -1.7098
H -4.0363 2.2088 -2.4594
H -1.6060 2.5608 -2.5966
H -1.5084 4.2692 -0.8283
H -1.6399 3.0159 0.4046
H 0.3936 2.7005 2.4841
H -0.4019 1.4021 1.5333
H 2.3960 -3.2514 2.2045
H 0.9366 -2.6646 1.3998
H 2.4733 -1.9511 -0.5583
H 3.7560 -2.8989 0.2214
H 0.3421 -3.3632 -1.5178
H 2.8024 -2.0477 3.8028
H 3.4770 -0.4423 3.5836
H 2.5537 -0.5014 5.9230
H 0.9561 0.1421 6.0798
H 2.4179 1.5544 -0.5494
H 3.0312 2.8005 0.5867
H -0.6293 0.7810 -1.1680
H -2.1294 0.6319 -0.2908
H -4.2895 0.1539 -2.2919
H -3.8501 -1.4901 -2.7436
H -3.7832 -0.9923 -1.0502
H -0.2156 -1.2575 -2.1198
H -1.3790 -1.7547 -0.8854
H -1.5739 -2.3302 -2.5594
H -0.8581 0.5041 -3.8462
H -2.0600 -0.6795 -4.3825
H -2.5526 0.9721 -4.0131
*
```

Results of the Mulliken charge analysis, in e, for atoms 1 through 2: -1.799, 0.892



<Q>
DFT (ωB97M-V/def2-TZVPD) results for one molecule with the formula C17H30FN3O6S.

Summary:
Kohn-Sham gap in eV: 9.71
SMILES: C[C@@H](CC(=O)N1CC(F)(C(=O)N(CCS(=O)(=O)O)CC(N)=O)C1)CC(C)(C)C

Geometry as ORCA input:
```
! wB97M-V def2-TZVPD RIJCOSX def2/J DEFGRID3
* xyz 0 1
C -2.0949 -3.5085 3.1744
C -1.8145 -2.6920 1.9130
C -2.9753 -1.7120 1.6726
C -2.9807 -1.2169 0.2448
O -3.4350 -1.8798 -0.6719
N -2.3923 -0.0191 0.0079
C -2.0367 1.1415 0.8183
C -1.4858 1.7957 -0.4643
F -2.1025 2.9992 -0.7616
C 0.0242 1.9667 -0.4521
O 0.6838 1.2445 0.2789
N 0.6158 2.9583 -1.1732
C 2.0391 3.1442 -0.9039
C 2.8805 2.0866 -1.6142
S 4.6055 2.3104 -1.3168
O 5.3333 1.2465 -1.9340
O 4.9295 3.6784 -1.5529
O 4.6908 2.0991 0.2639
C 0.1308 3.6626 -2.3503
C -0.9673 2.9633 -3.1389
N -1.9939 3.7437 -3.5358
O -0.8537 1.7960 -3.4553
C -2.0100 0.5765 -1.2634
C -0.4434 -1.9947 1.9868
C 0.7023 -2.6555 1.2006
C 0.8712 -4.1280 1.5796
C 1.9965 -1.9056 1.5276
C 0.4338 -2.5344 -0.3018
H -2.1629 -2.8546 4.0482
H -3.0345 -4.0573 3.0896
H -1.2995 -4.2300 3.3612
H -1.8168 -3.3839 1.0655
H -3.9213 -2.2343 1.8212
H -2.9382 -0.8884 2.3929
H -2.8995 1.6813 1.2149
H -1.2891 0.9680 1.5889
H 2.3300 4.1403 -1.2358
H 2.2097 3.0924 0.1693
H 2.6230 1.0838 -1.2758
H 2.7625 2.1258 -2.6990
H 4.9774 1.1891 0.4316
H -0.1419 4.6920 -2.1027
H 0.9678 3.7134 -3.0517
H -2.1079 4.6848 -3.2089
H -2.7091 3.3248 -4.1058
H -1.2496 0.0138 -1.8022
H -2.8388 0.8157 -1.9304
H -0.5150 -0.9696 1.6186
H -0.1488 -1.9095 3.0398
H -0.0050 -4.7206 1.3090
H 1.7308 -4.5568 1.0598
H 1.0393 -4.2407 2.6535
H 1.9012 -0.8468 1.2764
H 2.2342 -1.9828 2.5916
H 2.8355 -2.3219 0.9642
H 0.3430 -1.4820 -0.5846
H 1.2563 -2.9675 -0.8759
H -0.4838 -3.0452 -0.6013
*
```

Results of the Mulliken charge analysis, in e, for atoms 1 through 2: -1.883, 0.921



Stability comparison, relative energies in hartree: <P> 0.0000; <Q> 0.0063